Density functional theory data (ωB97M-V/def2-TZVPD) for a molecular structure, Be2FNO3 in a non-equilibrium geometry.

The calculation puts the highest occupied orbital energy at -19.67 eV. As for the total charge: +2.

Each line ends with the Löwdin charge.
Element x y z (Å)
Be: -1.71642 -3.58819 -6.56423  1.3942
Be: -5.45440 -1.21671 -5.62497  0.9312
N: -4.86847 -2.71222 -5.73602  0.0532
O: -2.94210 -1.88297 -7.50765  -0.2004
O: -4.17887 -3.94590 -4.53121  -0.0210
O: -7.40868 -1.65202 -7.32429  0.1576
F: -2.93958 -1.83693 -4.19745  -0.3147

---

Density functional theory data (ωB97M-V/def2-TZVPD) for a molecular structure, C4H10O3 in a non-equilibrium geometry.

The calculation puts the highest occupied orbital energy (alpha / beta) at -3.22 / -3.22 eV. As for the total charge: -1. As for the multiplicity: 2.

Each line ends with the Mulliken spin population.
Element x y z (Å)
O: -1.73263 0.38888 -0.58567  0.4619
C: -2.82230 0.67051 -1.22477  -0.0808
C: -3.94606 1.35711 -0.75149  0.5749
C: 0.29175 -1.15214 0.68400  0.0009
C: 1.34385 -1.76024 1.30204  0.0017
O: 1.96234 1.11435 -0.20534  0.0002
H: -3.01361 0.21621 -2.23072  -0.0020
H: -4.02473 1.79833 0.23433  0.0253
H: -4.75091 1.48894 -1.52945  0.0154
H: -0.73889 -1.24462 1.08145  -0.0010
H: 0.51194 -0.50708 -0.13693  0.0026
H: 1.29807 -2.69422 1.83418  0.0001
H: 2.29028 -1.15974 1.30501  0.0005
H: 2.25809 2.03066 -0.30089  0.0000
H: 4.63179 -0.60726 0.31791  -0.0002
H: 2.78346 0.45384 -0.01900  0.0000
O: 3.65756 -0.39351 0.22535  0.0005

---

Density functional theory data (ωB97M-V/def2-TZVPD) for a single C15H26N2O4 molecule in a non-equilibrium geometry.

The calculation puts the highest occupied orbital energy at -8.42 eV. As for the total charge: 0. The SMILES is COC(=O)[C@]12CCCN1C[C@H](NC(=O)OC(C)(C)C)CC2.

Each line ends with the Löwdin charge.
Element x y z (Å)
C: 1.91495 -2.16820 -2.04377  -0.0584
O: 1.00338 -2.56583 -1.03168  -0.0491
C: 1.07452 -1.93352 0.20158  -0.3831
O: 2.07873 -1.34833 0.54411  0.1164
C: -0.05970 -1.98922 1.21223  -0.3148
C: 0.04222 -3.30919 2.08616  -0.0918
C: -0.80205 -4.35188 1.36060  -0.1530
C: -1.90772 -3.51630 0.73355  -0.1741
N: -1.43125 -2.14996 0.69402  -0.1161
C: -2.41087 -1.02449 0.82690  -0.0589
C: -1.57215 0.32599 0.56540  -0.1974
N: -1.05604 0.27090 -0.81309  0.1105
C: -0.55498 1.32738 -1.45817  -0.5627
O: -0.30921 1.12496 -2.60543  0.1026
O: -0.22432 2.45816 -0.75221  0.0085
C: 0.69341 3.46714 -1.12146  -0.6011
C: 2.16087 2.99619 -0.98753  -0.0038
C: 0.46212 4.64456 -0.20139  -0.0376
C: 0.32956 3.97003 -2.53048  -0.0231
C: -0.36068 0.54837 1.62686  -0.0965
C: -0.01701 -0.84529 2.32614  -0.0895
H: 1.98840 -1.08761 -2.28200  0.1061
H: 1.54707 -2.80543 -2.85096  0.0984
H: 2.91105 -2.49885 -1.87070  0.0738
H: 1.04960 -3.51433 2.35177  0.1111
H: -0.44715 -3.01210 3.04762  0.1204
H: -1.07257 -5.14112 1.97079  0.0844
H: -0.20492 -4.79442 0.58932  0.1014
H: -2.80351 -3.71796 1.31978  0.1138
H: -2.03401 -3.85959 -0.36313  0.1419
H: -3.10378 -1.23931 0.05301  0.1083
H: -2.86103 -1.06973 1.74886  0.0841
H: -2.23460 1.21937 0.53402  0.1405
H: -0.93495 -0.68497 -1.15357  0.1472
H: 2.91679 3.73393 -1.29411  0.0970
H: 2.22085 2.53181 0.10038  0.1282
H: 2.26030 2.18553 -1.65594  0.0519
H: -0.58496 4.72122 0.14207  0.0976
H: 1.07631 4.56994 0.73078  0.0960
H: 0.65746 5.56812 -0.71489  0.0675
H: 0.94657 3.57917 -3.32037  0.0773
H: -0.76472 3.75396 -2.66520  0.1143
H: 0.53262 5.03104 -2.56057  0.0651
H: 0.48468 1.07968 1.23517  0.0722
H: -0.76598 1.28434 2.41869  0.1252
H: -0.82735 -1.06949 3.08664  0.1253
H: 0.99401 -0.69472 2.77020  0.1238

---

Density functional theory data (ωB97M-V/def2-TZVPD) for 3 unconnected molecules or ions with the total composition C12H35BFNO3P in a non-equilibrium geometry.

The calculation puts the highest occupied orbital energy at -2.41 eV. As for the total charge: -1.

Each line ends with the Löwdin charge.
Element x y z (Å)
C: 1.65594 -0.30367 3.09639  -0.1459
C: 0.10784 -0.49634 2.94087  -0.5320
F: -0.22666 -1.46713 3.92291  -0.1256
P: -0.79627 1.18516 3.19910  0.3328
B: -2.49912 0.30201 3.63784  -0.6034
O: -3.26656 0.87239 4.73541  0.0036
N: -2.98756 -0.91227 2.91600  -0.1701
C: -3.55580 -1.91749 3.80982  -0.1226
C: -3.86967 -0.59855 1.79635  -0.1304
H: 2.04878 0.46271 2.41023  0.0372
H: 2.13282 -1.26417 2.80065  0.0559
H: 1.92982 -0.06229 4.13818  0.0615
H: -0.06088 -0.87681 1.91195  0.0838
H: -0.35172 1.15375 4.59778  -0.0327
H: 0.41204 1.90264 2.76619  -0.0642
H: -1.28839 1.21704 1.78263  -0.0685
H: -1.43368 2.49626 3.45627  -0.0752
H: -3.88399 1.49735 4.36267  0.0613
H: -3.23935 -2.94488 3.52412  0.0794
H: -3.17724 -1.77873 4.84236  0.0829
H: -4.66578 -1.88865 3.88469  0.0742
H: -3.82084 -1.42561 1.05329  0.0730
H: -4.93173 -0.41722 2.07898  0.0752
H: -3.50017 0.29930 1.26005  0.0716
C: 3.67599 2.74484 -1.82605  -0.0813
C: 4.37347 1.90639 -0.76760  -0.2881
O: 3.51682 0.99469 -0.11174  -0.1590
C: 2.88442 0.02579 -0.93331  -0.2683
C: 3.86284 -0.86919 -1.67448  -0.0792
H: 2.84478 3.29851 -1.38527  0.0841
H: 4.37708 3.45570 -2.26936  0.0708
H: 3.27047 2.13051 -2.63158  0.0628
H: 4.76352 2.56731 0.00810  0.1170
H: 5.23729 1.38076 -1.19118  0.1013
H: 2.19218 0.51299 -1.62689  0.0972
H: 2.27407 -0.58830 -0.26949  0.1183
H: 4.49799 -0.30422 -2.36008  0.0602
H: 3.32199 -1.61686 -2.25745  0.0724
H: 4.51896 -1.38335 -0.96841  0.0793
C: -1.02517 0.12348 -5.35140  -0.0841
C: -0.12407 -0.76844 -4.51361  -0.2884
O: 0.03633 -0.32393 -3.18070  -0.1742
C: -1.14675 -0.23205 -2.39625  -0.2653
C: -1.87976 -1.55216 -2.23830  -0.0742
H: -0.64102 1.14557 -5.36719  0.0801
H: -1.07865 -0.24802 -6.37688  0.0725
H: -2.04167 0.16113 -4.95775  0.0641
H: 0.87509 -0.77551 -4.95318  0.1151
H: -0.47720 -1.80524 -4.52875  0.1044
H: -1.81027 0.53918 -2.80208  0.1069
H: -0.83129 0.11838 -1.41231  0.1190
H: -2.22561 -1.94751 -3.19605  0.0614
H: -2.75074 -1.42427 -1.59400  0.0700
H: -1.22291 -2.30100 -1.79152  0.0836

---

Which of these has the highest total charge? Be2FNO3